No. 1
Molecular formula: C5H15NO
Method: DFT, ωB97M-V/def2-TZVPD

```
22
C5H15NO (ωB97M-V/def2-TZVPD)
C -0.38460 1.76458 -0.43784
C -1.53514 1.36374 0.47534
O 1.02974 -0.65858 -0.89817
H 0.31516 0.81238 -0.66481
H 0.03060 2.73351 -0.15444
H -0.74394 1.90047 -1.46388
H -1.99193 0.43311 0.13415
H -1.18648 1.18287 1.49640
H -2.31668 2.12483 0.51155
C 1.64508 1.25094 1.26492
C 0.12620 -1.55649 -1.47913
C -0.46163 -2.54863 -0.47915
N 1.45123 -0.00084 1.49691
H 1.20418 -0.60770 0.34550
H 1.01378 -0.24362 2.37848
H 2.20881 1.50737 0.38246
H 1.46144 2.02611 2.00362
H -0.69893 -1.00324 -1.96081
H 0.63981 -2.10365 -2.28136
H -0.93473 -2.01439 0.34821
H 0.33299 -3.17064 -0.06282
H -1.20494 -3.19213 -0.95512
```

Computed properties:
Energy above the lowest of the compared OMol25 structures with the same formula, charge and spin   72.59 kcal/mol
Highest occupied orbital energy   -8.389 eV
Frontier orbital gap   8.731 eV
Total charge   0

Here are the Löwdin charges for atoms 1 to 5, given in e: C -0.22; C -0.17; O -0.29; H 0.06; H 0.06


No. 2
Molecular formula: C5H15NO
Method: DFT, ωB97M-V/def2-TZVPD

```
22
C5H15NO (ωB97M-V/def2-TZVPD)
C -0.06065 1.24427 1.61406
C -0.28221 -0.26521 1.82450
N 0.14696 -1.00730 0.60910
C 1.54203 -1.52182 0.73408
C 2.12819 -1.65900 -0.63973
C -0.74656 -2.01171 0.12338
H 1.00782 1.39497 1.47051
H -0.58528 1.42394 0.68266
H -0.40704 1.61555 2.58155
H -1.33497 -0.48897 2.03753
H 0.22935 -0.76147 2.64777
H 1.52656 -2.49465 1.24829
H 1.99483 -0.80460 1.41789
H 1.69532 -2.51958 -1.15524
H 3.18162 -1.96139 -0.62168
H 2.02208 -0.75636 -1.23432
H -0.72745 -2.18706 -0.96001
H -1.78954 -1.74422 0.32552
H -0.61711 -3.06095 0.45434
H -1.63596 5.01774 -3.58632
H -2.67745 4.59744 -2.71877
O -2.33426 4.34321 -3.59419
```

Computed properties:
Energy above the lowest of the compared OMol25 structures with the same formula, charge and spin   37.68 kcal/mol
Highest occupied orbital energy   -8.221 eV
Frontier orbital gap   9.104 eV
Structure (SMILES)   CCN(C)CC.O
Total charge   0

Here are the Löwdin charges for atoms 1 to 5, given in e: C -0.07; C -0.27; N -0.25; C -0.26; C -0.10


No. 3
Molecular formula: C5H15NO
Method: DFT, ωB97M-V/def2-TZVPD

```
22
C5H15NO (ωB97M-V/def2-TZVPD)
C -0.43980 -0.82752 -0.24090
N 0.96540 -0.91395 0.01762
C 1.82319 0.08214 -0.57932
C 3.21579 -0.43194 -0.91464
C 1.26137 -0.93217 1.48534
C -1.05767 0.64922 -0.21535
H -1.10078 -1.37855 0.43073
H -0.63620 -1.16876 -1.26978
H 1.87647 1.00949 0.02906
H 1.44834 0.44925 -1.54595
H 3.73782 0.32921 -1.51417
H 3.86732 -0.35715 -0.02794
H 3.26434 -1.40783 -1.38144
H 2.23325 -0.48000 1.62267
H 1.12776 -1.91879 1.93733
H 0.52063 -0.27069 1.96704
H -2.04977 0.74126 -0.61443
H -0.79822 1.04646 0.76382
H -0.39418 1.14762 -0.92799
H -6.27986 0.83480 0.63180
H -6.35256 2.01133 -0.28788
O -6.23264 1.78659 0.63438
```

Computed properties:
Energy above the lowest of the compared OMol25 structures with the same formula, charge and spin   39.48 kcal/mol
Highest occupied orbital energy   -8.229 eV
Frontier orbital gap   9.051 eV
Structure (SMILES)   CCN(C)CC.O
Total charge   0

Here are the Löwdin charges for atoms 1 to 5, given in e: C -0.26; N -0.23; C -0.32; C -0.09; C -0.06


No. 4
Molecular formula: C5H15NO
Method: DFT, ωB97M-V/def2-TZVPD

```
22
C5H15NO (ωB97M-V/def2-TZVPD)
C -1.94304 0.59057 1.13771
C -0.42403 0.40683 1.09341
N 0.16285 0.69808 -0.18921
C 1.16471 -0.51236 -2.05409
C -0.13414 -0.23751 -1.30256
C -0.75133 -1.61312 -0.99543
H -2.42704 -0.20502 1.71614
H -2.28069 1.60878 1.30015
H -2.44085 0.24739 0.24700
H -0.29873 -0.62601 1.44594
H -0.06298 1.05030 1.88880
H 1.17290 0.70643 -0.14154
H 0.97315 -1.12349 -2.93104
H 1.93722 -0.98693 -1.45160
H 1.54096 0.43225 -2.46312
H -0.83385 0.27058 -1.96779
H -1.46551 -1.96190 -1.71689
H -1.34723 -1.54165 -0.08196
H -0.02480 -2.40392 -0.81691
H 2.06660 2.34007 2.75756
H 2.64221 1.15660 1.87979
O 2.77361 1.70403 2.64564
```

Computed properties:
Energy above the lowest of the compared OMol25 structures with the same formula, charge and spin   31.80 kcal/mol
Highest occupied orbital energy   -8.938 eV
Frontier orbital gap   9.755 eV
Structure (SMILES)   CCNC(C)C.O
Total charge   0

Here are the Löwdin charges for atoms 1 to 5, given in e: C -0.10; C -0.31; N -0.04; C -0.09; C -0.43


No. 5
Molecular formula: C5H15NO
Method: DFT, ωB97M-V/def2-TZVPD

```
22
C5H15NO (ωB97M-V/def2-TZVPD)
C -1.03478 -0.91975 -2.11725
C 0.05690 -1.90455 -1.37992
N 0.58669 -1.39830 -0.19424
C 1.63722 0.18886 1.47234
C 1.26781 -0.10513 -0.01058
C 0.44887 1.10781 -0.52033
H -0.42916 -0.07423 -2.61199
H -1.85665 -0.42385 -1.58269
H -1.54182 -1.57103 -2.79168
H -0.44049 -2.78249 -1.21549
H 0.87916 -2.23170 -2.16522
H 1.19856 -2.18249 0.13650
H 2.19661 -0.57112 1.87053
H 1.96207 1.18821 1.68689
H 0.68712 -0.00073 1.99567
H 2.15331 -0.09935 -0.64285
H 0.69728 1.94601 0.09467
H 0.55820 1.50781 -1.62897
H -0.63862 0.84673 -0.39341
H -2.88045 2.75589 4.10555
H -2.57077 2.58086 2.54193
O -2.93703 2.14256 3.35055
```

Computed properties:
Energy above the lowest of the compared OMol25 structures with the same formula, charge and spin   52.05 kcal/mol
Highest occupied orbital energy   -8.440 eV
Frontier orbital gap   9.270 eV
Structure (SMILES)   CCNC(C)C.O
Total charge   0

Here are the Löwdin charges for atoms 1 to 5, given in e: C -0.08; C -0.28; N -0.09; C -0.05; C -0.42


No. 6
Molecular formula: C5H15NO
Method: DFT, ωB97M-V/def2-TZVPD

```
22
C5H15NO (ωB97M-V/def2-TZVPD)
C 0.56437 -1.20114 -1.09438
C 0.68523 -0.20797 0.04931
C -0.74884 0.38998 0.49831
C -0.65769 1.09341 1.84350
C -1.88364 -0.65249 0.44418
N 1.46702 -0.72152 1.10066
H -0.21524 -0.84910 -1.76383
H 1.48571 -1.37654 -1.65128
H 0.25394 -2.19262 -0.75649
H 1.13279 0.75111 -0.29901
H -0.89396 1.07287 -0.32765
H -1.59697 1.40002 2.26747
H 0.02055 1.94673 1.77610
H -0.24610 0.38526 2.56164
H -2.07246 -0.91591 -0.59412
H -1.58015 -1.60545 0.88987
H -2.74250 -0.27088 0.97466
H 1.08425 -0.65523 2.04525
H 2.00491 -1.54164 0.89713
H 1.16768 2.46116 -2.63619
H 1.37967 1.16509 -3.55741
O 1.39145 1.52485 -2.66771
```

Computed properties:
Energy above the lowest of the compared OMol25 structures with the same formula, charge and spin   12.73 kcal/mol
Highest occupied orbital energy (alpha / beta)   -15.136 / -15.137 eV
Frontier orbital gap (alpha / beta)   12.247 / 7.217 eV
<S²>   0.755
Spin multiplicity   2
Total charge   +1

Here are the Löwdin charges for atoms 1 to 5, given in e: C -0.04; C -0.34; C -0.33; C -0.05; C -0.04


No. 7
Molecular formula: C5H15NO2
Method: DFT, ωB97M-V/def2-TZVPD

```
23
C5H15NO2 (ωB97M-V/def2-TZVPD)
C 0.41726 -1.62428 -0.15883
N 1.60159 -0.80626 -0.38290
C 1.58976 -0.00305 -1.57461
C -1.41993 2.48486 -1.99490
C -0.54643 1.26159 -1.91033
C 0.71888 1.26737 -1.55397
H -0.50144 -1.17909 -0.57877
H 0.26603 -1.81705 0.88483
H 0.57334 -2.54897 -0.74254
H 1.83686 -0.30964 0.46680
H 2.59790 0.32807 -1.80074
H 1.18939 -0.61356 -2.36825
H -0.81251 3.36737 -1.78762
H -2.33602 2.46593 -1.40417
H -1.70393 2.65659 -3.04142
H -0.99789 0.35554 -2.27013
H 1.22386 2.14688 -1.15160
H -1.92091 -3.31839 4.59117
H -0.46241 -3.46332 4.32282
O -1.23797 -3.00659 3.97111
H 0.14543 0.09330 3.18854
H -0.50002 1.25922 2.39001
O 0.27916 1.00347 2.90550
```

Computed properties:
Energy above the lowest of the compared OMol25 structures with the same formula, charge and spin   40.81 kcal/mol
Highest occupied orbital energy   -8.251 eV
Frontier orbital gap   8.848 eV
Structure (SMILES)   C/C=C/CNC.O.O
Total charge   0

Here are the Löwdin charges for atoms 1 to 5, given in e: C -0.13; N -0.13; C -0.25; C -0.11; C -0.19


No. 8
Molecular formula: C5H15NO2
Method: DFT, ωB97M-V/def2-TZVPD

```
23
C5H15NO2 (ωB97M-V/def2-TZVPD)
C 0.06367 1.30388 2.14731
C 0.09907 0.94759 0.70688
N -1.23966 0.20135 0.47688
C -2.34844 1.24315 0.44006
C -1.22841 -0.75000 -0.68179
C -0.23798 -1.95579 -0.53657
O 0.99415 -1.54047 -0.98308
H -0.81180 0.79313 2.55528
H -0.07500 2.35800 2.20438
H 0.92615 0.91003 2.74595
H 0.86591 0.15804 0.48328
H 0.18107 1.73784 -0.03204
H -2.86927 1.20563 1.45802
H -1.76897 2.18219 0.36932
H -2.98374 1.08891 -0.40463
H -2.35187 -1.03175 -0.81428
H -0.84206 -0.20115 -1.62761
H -0.59330 -2.74166 -1.22980
H -0.26540 -2.42231 0.44765
H 1.56780 -1.21388 -0.25232
H 2.76274 -0.37459 -1.83725
H 2.74284 1.09206 -1.39686
O 3.26899 0.33011 -1.32475
```

Computed properties:
Energy above the lowest of the compared OMol25 structures with the same formula, charge and spin   58.24 kcal/mol
Highest occupied orbital energy   -8.425 eV
Frontier orbital gap   9.292 eV
Structure (SMILES)   CCN(C)CCO.O
Total charge   0

Here are the Löwdin charges for atoms 1 to 5, given in e: C -0.10; C -0.24; N -0.24; C -0.07; C -0.18


No. 9
Molecular formula: C5H15NO2
Method: DFT, ωB97M-V/def2-TZVPD

```
23
C5H15NO2 (ωB97M-V/def2-TZVPD)
C 0.97635 -1.19849 2.07399
C 0.33281 -0.85104 0.68439
C 0.27472 0.64141 0.68222
C 1.32010 1.27042 -0.15062
C 1.29168 1.40507 -1.53015
N -0.99344 -1.48537 0.68719
H 0.75116 -2.18368 2.43742
H 2.00111 -0.92291 2.10731
H 0.48824 -0.55573 2.78944
H 1.01088 -1.37598 -0.21368
H 0.16204 1.37898 1.53745
H -0.67938 0.82560 0.20394
H 2.13872 1.48730 0.43393
H 2.11768 1.85071 -2.00713
H 0.35538 0.84530 -1.98742
H -0.89438 -2.49286 0.43477
H -1.63983 -1.37244 1.35936
H -2.70848 1.83462 -0.66962
H -2.35909 3.25445 -0.88252
O -2.11493 2.41083 -1.13018
H -1.26933 -1.29462 -1.89972
H 0.17188 -1.81836 -2.40453
O -0.73391 -1.65321 -2.55586
```

Computed properties:
Energy above the lowest of the compared OMol25 structures with the same formula, charge and spin   80.63 kcal/mol
Highest occupied orbital energy   -8.868 eV
Frontier orbital gap   9.612 eV
Structure (SMILES)   C=CC[C@@H](C)N.O.O
Total charge   0

Here are the Löwdin charges for atoms 1 to 5, given in e: C -0.08; C -0.42; C -0.25; C -0.19; C 0.03


No. 10
Molecular formula: C5H15NO2
Method: DFT, ωB97M-V/def2-TZVPD

```
23
C5H15NO2 (ωB97M-V/def2-TZVPD)
C 1.37392 -2.30194 0.29271
C 0.90726 -0.89571 -0.13629
C 1.63735 0.13478 0.72373
C 1.19172 1.60257 0.63270
C -0.19549 1.80828 1.20380
O -1.17170 1.48599 0.22452
N 1.20916 -0.61011 -1.51967
H 2.39365 -2.47131 -0.07027
H 1.31257 -2.50390 1.36058
H 0.70234 -3.01285 -0.19379
H -0.16658 -0.80382 -0.02383
H 2.70538 -0.01099 0.52908
H 1.56290 -0.13908 1.78220
H 1.86675 2.18934 1.25835
H 1.20573 1.89150 -0.41454
H -0.29712 2.79454 1.62466
H -0.34621 1.13811 2.05727
H -2.06164 1.73502 0.50133
H 2.08895 -0.22252 -1.80826
H 0.91891 -1.33660 -2.15358
H -4.01117 -1.18120 -1.98637
H -3.91814 -0.00037 -1.09935
O -4.12208 -0.94319 -1.05375
```

Computed properties:
Energy above the lowest of the compared OMol25 structures with the same formula, charge and spin   24.65 kcal/mol
Highest occupied orbital energy   -8.674 eV
Frontier orbital gap   9.373 eV
Structure (SMILES)   C[C@H](N)CCCO.O
Total charge   0

Here are the Löwdin charges for atoms 1 to 5, given in e: C -0.07; C -0.46; C -0.19; C -0.18; C -0.28